# C4H6O2

A single C4H6O2 molecule (ωB97M-V with the def2-TZVPD basis set, the Open Molecules 2025 dataset).

Computed properties:
HOMO level: -9.6585 eV
Energy relative to the best compared isomer or geometry (same formula, charge and spin): 1.334 eV
Gap between HOMO and LUMO: 10.4 eV
Structure (SMILES): O=C1CC(O)C1
LUMO: 0.7677 eV

```
12
Properties=species:S:1:pos:R:3:lowdin_charge:R:1
O -1.978 1.677 -0.110 0.103
C -1.086 0.875 -0.029 -0.386
C -0.996 -0.609 0.331 -0.022
C 0.454 -0.611 -0.234 -0.369
O 1.428 -1.120 0.650 -0.031
C 0.406 0.928 -0.317 -0.045
H -0.981 -0.743 1.418 0.132
H -1.751 -1.253 -0.125 0.120
H 0.569 -1.065 -1.227 0.145
H 2.281 -0.789 0.333 0.099
H 0.723 1.394 -1.249 0.120
H 0.933 1.317 0.559 0.132
```



# C4H13N2O

2 unconnected molecules or ions with the total composition C4H13N2O (ωB97M-V with the def2-TZVPD basis set, the Open Molecules 2025 dataset).

Computed properties:
Net charge: +1
HOMO level: -13.4759 eV
Energy relative to the best compared isomer or geometry (same formula, charge and spin): 3.177 eV
Gap between HOMO and LUMO: 8.9 eV
LUMO: -4.5784 eV

```
20
Properties=species:S:1:pos:R:3:lowdin_charge:R:1
C -0.184 0.949 2.720 0.018
C -1.013 -0.058 0.425 -0.241
C 1.489 -0.862 -2.609 -0.169
C 0.036 0.494 1.304 -0.214
N 1.225 0.667 0.724 0.229
N -2.385 -0.122 0.793 0.016
O 0.564 0.146 -2.350 -0.174
H -1.323 1.220 2.723 0.134
H 0.544 1.808 2.876 0.116
H -0.072 0.167 3.519 0.123
H -0.733 -1.003 -0.080 0.153
H -0.871 0.598 -0.423 0.126
H 1.839 -1.388 -1.641 0.107
H 0.897 -1.451 -3.244 0.056
H 1.947 0.889 1.354 0.118
H 1.403 0.897 -0.272 0.147
H -2.586 -0.898 1.459 0.111
H -3.148 -0.092 0.114 0.102
H 2.441 -0.513 -3.228 0.126
H 0.376 0.797 -3.056 0.117
```



# C15H45O20P5

A molecular structure, C15H45O20P5 (ωB97M-V with the def2-TZVPD basis set, the Open Molecules 2025 dataset).

Computed properties:
HOMO level: -9.1860 eV
Energy relative to the best compared isomer or geometry (same formula, charge and spin): 13.791 eV
Gap between HOMO and LUMO: 9.5 eV
LUMO: 0.3550 eV

```
85
Properties=species:S:1:pos:R:3:lowdin_charge:R:1
C -0.115 -1.115 1.472 -0.160
O 0.090 -2.147 2.453 -0.157
P -0.670 -3.546 2.247 0.478
O -0.217 -4.575 3.109 -0.186
O -2.305 -3.152 2.249 -0.245
C -3.093 -3.226 3.429 -0.113
O -0.467 -3.855 0.638 -0.317
C -1.234 -4.802 -0.079 -0.059
H -0.294 -0.187 2.015 -0.040
H -1.002 -1.195 0.843 0.110
H 0.834 -0.906 0.978 0.013
H -3.697 -4.113 3.618 0.094
H -3.718 -2.368 3.184 0.084
H -2.598 -2.750 4.275 0.085
H -2.271 -4.514 0.092 0.089
H -1.122 -5.756 0.438 0.100
H -1.109 -4.913 -1.156 0.074
C -0.236 1.634 -3.467 -0.077
O 0.127 0.386 -2.836 -0.243
P -0.756 -0.258 -1.600 0.618
O -2.147 -0.700 -1.931 -0.240
O -0.659 0.996 -0.481 -0.283
C -1.865 1.506 0.107 -0.110
O 0.326 -1.401 -1.036 -0.275
C 1.654 -0.931 -0.754 -0.177
H -0.986 2.136 -2.855 0.074
H -0.644 1.518 -4.471 0.094
H 0.775 2.040 -3.438 0.089
H -2.399 2.230 -0.509 0.072
H -1.583 2.055 1.006 0.053
H -2.622 0.847 0.532 0.099
H 2.219 -1.374 -1.574 0.094
H 1.876 -1.231 0.270 0.069
H 1.801 0.144 -0.859 0.107
C 0.192 0.598 4.482 -0.056
O 0.065 0.299 3.097 -0.265
P 1.181 0.930 2.050 0.623
O 1.090 0.598 0.615 -0.345
O 2.632 0.567 2.738 -0.172
C 3.028 -0.756 2.859 -0.123
O 1.134 2.512 2.412 -0.200
C -0.042 3.356 2.271 -0.064
H -0.085 -0.147 5.228 0.101
H -0.518 1.412 4.629 0.084
H 1.160 0.993 4.792 0.095
H 4.019 -1.095 2.557 0.098
H 2.375 -1.484 2.377 0.070
H 3.036 -1.102 3.892 0.097
H -0.856 3.198 2.978 0.095
H -0.395 3.053 1.285 0.035
H 0.269 4.400 2.298 0.092
C -0.102 -4.040 -3.693 -0.144
O 1.040 -4.808 -3.596 -0.193
P 2.287 -3.989 -2.921 0.491
O 2.452 -2.582 -3.394 -0.245
O 2.298 -4.292 -1.329 -0.188
C 1.677 -3.487 -0.305 -0.077
O 3.608 -4.803 -3.317 -0.230
C 4.902 -4.523 -2.813 -0.104
H -0.756 -4.471 -2.935 0.066
H -0.522 -4.046 -4.699 0.099
H 0.023 -2.982 -3.463 0.074
H 1.292 -2.543 -0.692 0.008
H 2.474 -3.125 0.345 0.102
H 0.985 -4.092 0.282 0.056
H 5.256 -5.469 -2.404 0.090
H 4.910 -3.722 -2.075 0.086
H 5.587 -4.221 -3.605 0.086
C 0.518 3.687 -1.424 -0.106
O -0.879 3.789 -1.171 -0.289
P -1.623 5.213 -0.613 0.484
O -0.884 5.873 0.477 -0.235
O -1.873 6.085 -1.893 -0.195
C -1.350 7.421 -1.943 -0.085
O -3.063 4.542 -0.243 -0.233
C -4.157 5.410 0.175 -0.069
H 0.829 4.157 -0.491 0.080
H 0.870 4.287 -2.263 0.098
H 0.936 2.681 -1.457 0.077
H -2.091 8.213 -2.044 0.090
H -0.732 7.517 -2.835 0.090
H -0.738 7.616 -1.062 0.078
H -4.372 5.247 1.231 0.088
H -5.068 5.178 -0.378 0.091
H -3.915 6.469 0.080 0.083
```



# C5H5MnO15

A molecular structure, C5H5MnO15 (ωB97M-V with the def2-TZVPD basis set, the Open Molecules 2025 dataset).

Computed properties:
Net charge: -3
Spin multiplicity: 6
HOMO level (spin up / spin down): 1.3876 / 1.1301 eV
Energy relative to the best compared isomer or geometry (same formula, charge and spin): 2.384 eV
Gap between HOMO and LUMO (spin up / spin down): 6.1 / 6.3 eV
LUMO (spin up / spin down): 7.4399 / 7.4282 eV

```
26
Properties=species:S:1:pos:R:3:mulliken_spin:R:1
Mn -0.333 -0.186 -0.412 4.784
O 2.014 2.884 1.275 -0.001
C 1.426 1.992 0.522 -0.001
O 1.838 2.061 -0.638 0.003
O 0.407 1.327 0.832 0.029
H 2.612 2.899 0.524 -0.001
O -1.691 -1.515 3.217 0.002
C -0.687 -1.586 2.385 0.012
O 0.320 -2.144 2.780 0.005
O -0.956 -1.320 1.204 0.031
H -2.141 -1.367 2.381 0.000
O 3.039 -2.106 0.968 0.001
C 2.752 -1.532 -0.154 0.008
O 3.643 -1.439 -1.027 0.003
O 1.650 -1.153 -0.339 0.022
H 2.240 -1.998 1.488 0.000
O -0.805 -0.902 -4.248 -0.002
C -0.474 -0.745 -2.972 -0.009
O -0.809 -1.464 -2.047 0.024
O 0.160 0.297 -2.598 0.035
H -1.338 -1.665 -4.011 0.004
O -2.378 2.480 0.982 0.001
C -2.861 1.869 -0.067 0.007
O -2.187 0.931 -0.525 0.040
O -3.924 2.295 -0.647 0.003
H -1.515 2.084 1.126 0.002
```



# C9H9NO

A molecular structure, C9H9NO (ωB97M-V with the def2-TZVPD basis set, the Open Molecules 2025 dataset).

Computed properties:
HOMO level: -7.6616 eV
Energy relative to the best compared isomer or geometry (same formula, charge and spin): 7.413 eV
Gap between HOMO and LUMO: 8.1 eV
LUMO: 0.4319 eV

```
20
Properties=species:S:1:pos:R:3:lowdin_charge:R:1
C 0.524 -1.659 2.352 -0.146
C 0.162 -0.782 1.014 -0.322
C -0.903 -1.325 0.405 -0.036
C -1.256 -0.617 -0.915 0.033
C -0.676 0.628 -1.153 -0.367
C -0.220 2.553 -2.294 -0.130
C 0.978 2.329 -1.393 -0.001
C 0.485 1.138 -0.552 -0.144
C 1.003 0.164 0.429 0.010
H 1.143 -3.401 2.842 0.133
H 1.389 -0.900 2.705 0.115
H -0.424 -1.663 3.096 0.148
H -1.267 -2.168 1.025 0.111
H -2.164 -0.995 -1.430 0.098
H -2.320 1.466 -2.362 0.305
H -0.365 3.300 -3.161 0.126
H 1.846 3.211 -1.529 0.138
H 1.869 0.291 1.236 0.133
N -0.998 1.444 -2.152 -0.040
O 1.194 -3.015 1.836 -0.163
```